# 1
Here is C9H4ClINOS4V as an isolated structure from the Open Molecules 2025 dataset. Energies are from ωB97M-V with the def2-TZVPD basis set.

For the total energy, the calculation gives -102589.94074 eV. As for the HOMO-LUMO gap (spin up / spin down): 7.095 / 7.202 eV. The HOMO energy (spin up / spin down) is -8.085 / -8.129 eV. The spin multiplicity is 3. The calculation puts the max |F| at 0.7 eV/Å.

XYZ file:
```
22
Properties=species:S:1:pos:R:3:forces:R:3
I 4.464 -0.157 -0.971 0.007 -0.015 -0.012
V 0.079 -2.624 -0.212 -0.104 -0.229 0.638
Cl 1.019 4.246 0.097 -0.004 0.003 0.000
S 0.253 -4.707 -1.230 -0.003 0.091 -0.243
S -1.300 -3.553 -1.910 -0.003 0.026 0.014
S -1.639 -3.482 1.246 -0.031 0.011 -0.034
S -2.794 -3.755 -0.455 0.057 0.000 0.058
O 1.628 -1.586 -0.216 0.097 0.081 -0.041
N -0.671 -0.620 0.350 -0.037 -0.021 -0.319
C -1.886 -0.195 0.621 0.035 -0.086 0.044
C 2.422 1.999 -0.342 0.018 -0.021 0.034
C 1.585 -0.260 -0.141 -0.113 0.031 -0.262
C 0.318 0.296 0.184 0.047 0.141 -0.102
C -1.207 2.104 0.567 -0.024 -0.004 0.014
C 0.103 1.681 0.265 -0.018 -0.026 0.045
C 1.214 2.525 0.002 0.005 -0.004 0.002
C -2.190 1.170 0.746 0.001 0.027 0.021
C 2.612 0.599 -0.429 0.091 -0.025 0.162
H -3.204 1.463 0.977 0.000 0.004 -0.005
H -2.638 -0.962 0.756 -0.014 0.008 -0.008
H -1.421 3.161 0.648 -0.001 0.001 -0.001
H 3.252 2.658 -0.554 -0.006 0.006 -0.005
```
Forces are in eV/Å.

For reference, the Löwdin charges in units of e are: 0.95 0.31 0.71 0.12 0.00 0.04 0.00 -0.25 0.02 -0.11 -0.16 -0.40 -0.14 0.00 -0.16 -0.60 -0.02 -0.65 0.11 0.07 0.10 0.10



# 2
Here is a 2-piece molecular cluster, C9H4N7O7 overall at a distorted geometry from the Open Molecules 2025 dataset. Energies are from ωB97M-V with the def2-TZVPD basis set.

The total charge is -1. For the total energy, the calculation gives -34151.12578 eV. As for the HOMO-LUMO gap: 5.067 eV. The HOMO energy is -5.130 eV. The calculation puts the max |F| at 2.9 eV/Å.

XYZ file:
```
27
Properties=species:S:1:pos:R:3:forces:R:3
O -2.395 2.279 -1.872 1.069 -1.829 0.343
O 2.108 4.083 -1.755 0.731 -1.952 -0.035
O -2.750 0.129 -1.632 1.845 1.736 -0.091
O 3.367 -1.365 -1.691 -2.548 0.619 0.447
O -2.326 -2.234 5.165 0.311 1.011 -0.285
O 3.849 2.750 -1.733 -2.415 -0.132 -0.041
O -1.800 -0.126 4.865 -0.124 -1.071 -0.223
N 2.025 -1.807 -1.475 0.754 2.738 -0.478
N -1.982 1.112 -1.688 -2.874 0.110 -0.086
N -1.906 -1.306 4.468 -0.157 0.113 0.719
N 2.618 2.940 -1.741 0.964 2.171 -0.035
N -1.622 -2.851 2.624 0.330 0.421 -1.176
N -0.904 -1.394 1.014 0.311 0.092 0.345
N 3.479 0.002 -1.783 -2.102 -0.661 0.395
C -1.233 -2.692 1.335 -0.320 1.063 1.786
C -1.061 -0.675 2.160 -0.672 -1.773 0.663
C 0.320 2.010 -1.689 1.486 0.068 -0.168
C -1.525 -1.587 3.135 0.382 -0.319 -1.407
C -0.071 -0.405 -1.377 -1.793 0.475 -0.022
C -0.558 0.899 -1.564 1.575 -1.780 0.075
C 1.700 1.816 -1.713 -0.959 -0.895 0.336
C 1.313 -0.639 -1.473 2.376 -0.957 0.070
C 2.210 0.456 -1.636 1.863 0.076 -0.550
H -0.717 -1.247 -1.153 -0.168 0.371 -0.340
H -1.182 -3.528 0.631 -0.023 0.472 0.248
H -0.086 3.013 -1.789 0.103 -0.201 0.097
H -0.870 0.368 2.366 0.055 0.035 -0.586
```
Forces are in eV/Å.

For reference, the Löwdin charges in units of e are: 0.05 0.04 0.08 -0.07 0.02 0.07 -0.01 0.20 -0.31 -0.37 -0.32 0.08 -0.01 0.15 -0.26 -0.10 0.11 -0.32 0.09 -0.11 -0.07 -0.20 -0.15 0.10 0.09 0.13 0.09



# 3
Here is C9H5BCl3F11N2OPtS2 as an isolated structure at a distorted geometry from the Open Molecules 2025 dataset. Energies are from ωB97M-V with the def2-TZVPD basis set.

For the total energy, the calculation gives -107498.13152 eV. As for the HOMO-LUMO gap: 7.415 eV. The HOMO energy is -8.317 eV. The calculation puts the max |F| at 1.1 eV/Å.

XYZ file:
```
35
Properties=species:S:1:pos:R:3:forces:R:3
Pt -0.378 1.550 -0.300 -0.205 -0.451 0.925
Cl -5.622 2.731 -1.873 -0.020 0.043 -0.015
Cl -4.595 1.173 -4.094 -0.002 -0.007 -0.035
Cl -3.492 3.807 -3.547 -0.084 0.016 -0.033
S 0.040 2.580 1.770 0.350 -0.180 -0.208
S -1.084 0.183 3.173 0.031 0.019 0.020
F 1.304 3.845 -0.698 0.126 0.283 -0.158
F 2.502 -2.032 0.884 0.136 0.015 0.029
F -0.437 3.744 -2.148 0.055 0.204 -0.175
F 0.606 -2.457 -2.848 0.077 -0.056 -0.100
F 2.891 -1.217 -2.020 0.116 -0.034 -0.021
F 2.146 -3.398 -0.752 0.046 -0.131 -0.050
F 1.415 0.329 -2.296 0.018 0.070 -0.078
F -0.825 -2.944 -1.307 -0.072 -0.080 0.039
F 0.695 -3.198 0.822 -0.064 -0.023 0.128
F 2.590 0.269 -0.488 0.086 0.086 0.064
F -0.905 -1.027 -2.281 -0.017 0.033 -0.001
O 0.121 -0.633 0.168 -0.134 0.122 0.215
N -2.381 1.323 -1.250 -0.053 0.480 -0.952
N 1.386 0.407 2.654 -0.077 0.290 0.135
C 0.249 1.040 2.507 0.053 -0.038 0.088
C 0.848 -1.350 -0.691 -0.132 -0.072 -0.220
C 1.368 -0.796 3.481 -0.042 -0.076 -0.028
C -3.179 1.767 -1.949 0.231 -0.287 0.310
C -0.069 -1.307 3.404 0.034 -0.106 0.021
C -0.070 -1.959 -1.804 0.048 0.034 -0.037
C -4.194 2.351 -2.843 0.238 -0.110 0.228
C 1.555 -2.518 0.057 -0.092 -0.013 -0.076
C 1.963 -0.498 -1.387 -0.122 -0.017 0.002
B 0.189 3.233 -1.081 -0.485 -0.016 0.025
H 2.232 0.821 2.289 -0.014 -0.070 -0.043
H -0.367 -1.823 4.313 0.015 0.009 -0.037
H 1.644 -0.525 4.504 -0.019 -0.012 -0.029
H -0.221 -1.942 2.533 0.013 0.048 0.051
H 2.075 -1.527 3.097 -0.037 0.027 0.014
```
Forces are in eV/Å.

For reference, the Löwdin charges in units of e are: 0.87 0.64 0.64 0.66 0.63 0.99 0.14 0.14 0.13 0.16 0.17 0.17 0.14 0.17 0.16 0.15 0.13 -0.23 0.13 -0.02 -1.08 -0.36 -0.19 -0.32 -0.39 -0.55 -1.61 -0.55 -0.56 -0.91 0.16 0.08 0.13 0.06 0.11



# 4
Here is C9H5Cl2IrO4SSbSe4 as an isolated structure at a distorted geometry from the Open Molecules 2025 dataset. Energies are from ωB97M-V with the def2-TZVPD basis set.

For the total energy, the calculation gives -324244.51100 eV. As for the HOMO-LUMO gap (spin up / spin down): 7.426 / 4.974 eV. The HOMO energy (spin up / spin down) is -9.018 / -8.462 eV. The spin multiplicity is 6. The calculation puts the max |F| at 1.9 eV/Å.

XYZ file:
```
27
Properties=species:S:1:pos:R:3:forces:R:3
Ir -0.027 0.978 -0.910 -0.584 -0.316 -0.293
Sb 1.277 1.973 -4.326 -1.342 1.088 -0.853
Se 1.786 4.066 -5.558 -0.160 -0.688 0.277
Se 3.236 0.628 -4.568 0.942 -0.467 -0.058
Se -0.734 1.571 -5.657 0.598 0.215 0.437
Se 1.019 2.786 -1.932 0.130 0.354 0.055
Cl 2.179 -2.385 -4.101 0.052 -0.104 -0.067
Cl 1.453 -3.638 -1.550 0.043 0.014 -0.049
S -0.380 2.129 0.917 0.309 0.145 0.209
O -1.178 -0.530 -0.326 0.092 0.011 0.002
O -2.167 -2.037 0.923 -0.031 -0.029 0.078
O 1.606 -0.732 -1.129 0.036 -0.074 0.266
O 0.159 -0.193 -2.667 -0.074 -0.132 -0.211
C -0.679 1.030 2.232 -0.081 -0.005 -0.038
C -1.058 -0.468 4.534 0.002 0.008 -0.022
C -1.528 -1.016 0.846 -0.005 0.039 -0.133
C 1.034 -2.425 -2.745 -0.161 -0.056 -0.169
C -1.128 -0.297 2.118 0.043 0.061 0.047
C -0.639 0.851 4.639 -0.006 -0.012 -0.023
C 0.964 -1.038 -2.141 0.205 0.061 0.410
C -1.313 -1.020 3.288 -0.006 -0.033 0.056
C -0.465 1.601 3.492 -0.014 -0.059 0.069
H -1.677 -2.033 3.191 -0.001 0.003 0.017
H 0.061 -2.668 -3.160 0.011 -0.017 0.002
H -0.454 1.296 5.607 0.004 0.002 0.015
H -0.148 2.634 3.560 0.002 0.007 -0.031
H -1.200 -1.064 5.425 -0.003 -0.016 0.008
```
Forces are in eV/Å.

For reference, the Löwdin charges in units of e are: 0.92 -0.24 0.05 0.22 0.07 0.21 0.60 0.67 0.71 -0.23 0.11 -0.05 -0.30 -0.54 -0.04 -0.55 -0.99 -0.13 -0.06 -0.82 0.00 -0.12 0.13 0.08 0.11 0.10 0.11